Density functional theory data (ωB97M-V/def2-TZVPD) for an isolated molecule of C14H17BrN2O5.

Computed properties:
E	-98051.461	eV
energy relative to the best compared isomer or geometry (same formula, charge and spin)	2.9	kJ/mol
SMILES string	CCOc1c(Br)cc([C@H]2NC(=O)CC[C@@H]2[N+](=O)[O-])cc1OC
Kohn-Sham gap	8.646	eV

```
! wB97M-V def2-TZVPD RIJCOSX def2/J DEFGRID3
* xyz 0 1
C 0.142 -0.277 -5.794
C -0.178 0.190 -4.383
O 0.614 -0.595 -3.506
C 0.653 -0.394 -2.174
C 1.594 -1.175 -1.499
Br 2.639 -2.355 -2.549
C 1.787 -1.118 -0.134
C 1.011 -0.248 0.614
C 1.191 -0.188 2.121
N 0.755 1.072 2.676
C -0.498 1.392 3.096
O -0.835 2.549 3.223
C -1.394 0.234 3.483
C -1.071 -1.081 2.779
C 0.425 -1.346 2.779
N 0.949 -1.566 4.163
O 0.152 -1.747 5.046
O 2.149 -1.575 4.287
C 0.062 0.537 -0.027
C -0.132 0.486 -1.401
O -1.063 1.247 -2.049
C -1.835 2.162 -1.305
H -0.093 -1.333 -5.899
H -0.442 0.292 -6.511
H 1.199 -0.139 -6.002
H 0.068 1.250 -4.264
H -1.241 0.047 -4.162
H 2.537 -1.738 0.330
H 2.258 -0.311 2.351
H 1.330 1.870 2.439
H -1.284 0.111 4.564
H -2.428 0.528 3.301
H -1.596 -1.897 3.277
H -1.403 -1.047 1.739
H 0.658 -2.269 2.234
H -0.536 1.214 0.562
H -2.468 2.662 -2.036
H -1.210 2.903 -0.799
H -2.467 1.653 -0.570
*
```